Record 1
{
  "formula": "C5H13N6O4",
  "method": "wB97M-V/def2-TZVPD",
  "species": ["C", "C", "C", "C", "C", "N", "N", "N", "N", "N", "N", "O", "O", "O", "O", "H", "H", "H", "H", "H", "H", "H", "H", "H", "H", "H", "H", "H"],
  "xyz": [[-0.189, 1.417, 0.423], [-1.267, 0.566, 1.194], [-0.231, 1.344, -1.125], [-1.421, -0.961, 1.028], [0.653, 0.175, -1.501], [-1.942, -1.314, -0.221], [2.240, -1.042, 0.630], [1.972, 0.457, -1.736], [-3.107, -1.801, -0.312], [3.112, -1.837, 0.133], [0.086, -0.951, -1.581], [-3.516, -2.117, -1.434], [3.622, -2.695, 0.857], [-3.735, -2.038, 0.730], [3.278, -1.832, -1.108], [-0.394, 2.376, 0.768], [0.769, 1.146, 0.801], [-1.066, 0.794, 2.226], [-2.187, 1.014, 0.895], [-1.199, 1.198, -1.471], [0.036, 2.272, -1.486], [-2.168, -1.187, 1.940], [-0.532, -1.572, 1.196], [2.310, 1.343, -1.600], [2.502, -0.439, -1.603], [0.829, -1.734, -1.508], [-0.938, -1.232, -1.137], [1.981, -1.220, 1.638]],
  "mulliken_charge": [-0.523, -0.728, -1.337, -0.651, 0.397, -0.224, -0.565, -0.364, 0.812, 1.074, -0.372, -0.757, -0.769, -0.734, -0.803, 0.390, 0.321, 0.378, 0.336, 0.486, 0.499, 0.248, 0.379, 0.176, 0.291, 0.335, 0.489, 0.215],
  "total_charge": -1,
  "gap_ev": 8.77,
  "homo_ha": -0.20506
}



Record 2
{
  "formula": "C5H13NO",
  "method": "wB97M-V/def2-TZVPD",
  "species": ["C", "N", "C", "C", "C", "C", "H", "H", "H", "H", "H", "H", "H", "H", "H", "H", "H", "H", "H", "O"],
  "xyz": [[-0.933, 1.005, -2.080], [1.638, -0.027, -2.318], [1.110, 0.153, -1.024], [-0.067, 0.763, -0.871], [-0.449, 1.511, 0.403], [2.004, 0.011, 0.172], [-0.492, 1.766, -2.724], [-1.927, 1.291, -1.742], [-1.081, 0.053, -2.590], [0.938, -0.282, -2.998], [2.481, -0.571, -2.407], [0.359, 2.169, 0.708], [-0.742, 0.868, 1.231], [-1.250, 2.184, 0.103], [1.334, -0.074, 1.030], [2.707, -0.816, 0.241], [2.637, 0.893, 0.255], [-2.742, -3.789, 5.644], [-2.476, -3.249, 4.234], [-3.049, -3.859, 4.732]],
  "lowdin_spin": [0.044, 0.014, 0.051, 0.031, 0.090, 0.117, 0.005, 0.008, 0.009, 0.009, 0.013, 0.011, 0.053, 0.008, 0.037, 0.022, 0.012, 0.054, 0.119, 0.292],
  "total_charge": -1,
  "s_squared": 0.750,
  "multiplicity": 2,
  "gap_ev": [2.18, 8.19],
  "relative_energy_ev": 1.235,
  "homo_ha": [0.04703, -0.17163]
}



Record 3
{
  "formula": "C5H13NO",
  "method": "wB97M-V/def2-TZVPD",
  "species": ["C", "C", "C", "C", "N", "C", "O", "H", "H", "H", "H", "H", "H", "H", "H", "H", "H", "H", "H", "H"],
  "xyz": [[-0.659, 2.206, -1.017], [-0.223, 0.774, -0.855], [1.223, 0.606, -1.319], [-0.513, 0.289, 0.607], [-0.355, -1.146, 0.648], [0.391, -1.954, 1.584], [-0.200, -3.116, 2.136], [-0.405, 2.638, -2.010], [-1.714, 2.417, -0.838], [-0.064, 2.888, -0.377], [-0.877, 0.125, -1.451], [1.931, 1.226, -0.761], [1.531, -0.431, -1.304], [1.312, 1.003, -2.335], [-1.593, 0.496, 0.764], [0.062, 0.836, 1.353], [-0.969, -1.738, 0.109], [1.333, -2.126, 1.040], [0.531, -1.388, 2.522], [-0.744, -3.607, 1.503]],
  "mulliken_charge": [-1.564, 0.859, -1.474, -0.855, -0.139, -0.286, -0.508, 0.369, 0.372, 0.345, 0.128, 0.336, 0.350, 0.405, 0.294, 0.425, 0.175, 0.302, 0.191, 0.274],
  "total_charge": 0,
  "smiles": "CC(C)CNCO",
  "gap_ev": 9.19,
  "relative_energy_ev": 1.649,
  "homo_ha": -0.30173
}



Record 4
{
  "formula": "C5H13NO",
  "method": "wB97M-V/def2-TZVPD",
  "species": ["C", "C", "C", "C", "N", "C", "O", "H", "H", "H", "H", "H", "H", "H", "H", "H", "H", "H", "H", "H"],
  "xyz": [[-0.644, 1.950, 0.740], [0.651, 1.395, 1.369], [1.556, 0.506, 0.455], [1.070, 0.215, -0.960], [-0.224, -0.478, -1.136], [-0.548, -1.419, -0.085], [-1.760, -2.041, -0.412], [-0.896, 2.885, 1.220], [-0.445, 2.229, -0.299], [-1.496, 1.280, 0.781], [0.398, 0.846, 2.273], [1.198, 2.301, 1.643], [2.553, 0.933, 0.431], [1.624, -0.434, 0.993], [1.795, -0.458, -1.424], [1.045, 1.139, -1.534], [-0.948, 0.225, -1.202], [-0.655, -0.962, 0.901], [0.290, -2.131, -0.025], [-1.693, -3.008, -0.302]],
  "mulliken_charge": [-1.149, -0.342, -0.511, -0.992, -0.313, -0.296, -0.534, 0.396, 0.253, 0.231, 0.300, 0.350, 0.416, 0.226, 0.378, 0.469, 0.322, 0.150, 0.315, 0.331],
  "total_charge": 0,
  "smiles": "CCCCNCO",
  "gap_ev": 9.71,
  "relative_energy_ev": 1.403,
  "homo_ha": -0.32426
}



Record 5
{
  "formula": "C5H13NO",
  "method": "wB97M-V/def2-TZVPD",
  "species": ["C", "C", "C", "C", "C", "N", "H", "H", "H", "H", "H", "H", "H", "H", "H", "H", "H", "O", "H", "H"],
  "xyz": [[2.192, -0.288, -1.777], [1.476, -0.648, -0.432], [0.159, 0.109, -0.456], [-0.280, 0.970, 0.468], [-1.453, 1.876, 0.235], [0.301, 1.058, 1.740], [1.731, -0.818, -2.611], [3.228, -0.564, -1.708], [2.414, 0.718, -2.015], [1.304, -1.763, -0.484], [2.163, -0.701, 0.414], [-0.330, -0.079, -1.398], [-1.922, 2.307, 1.155], [-2.172, 1.400, -0.457], [-0.997, 2.608, -0.442], [-0.292, 1.554, 2.373], [0.983, 0.393, 2.049], [-2.098, -2.611, 0.217], [-2.788, -1.997, 0.496], [-1.335, -2.024, 0.270]],
  "mulliken_charge": [-1.401, -0.365, -0.788, 0.897, -1.209, -0.461, 0.330, 0.391, 0.389, 0.231, 0.437, 0.270, 0.368, 0.285, 0.283, 0.181, 0.174, -0.653, 0.318, 0.326],
  "total_charge": 0,
  "smiles": "CC/C=C(/C)N.O",
  "gap_ev": 8.64,
  "relative_energy_ev": 1.719,
  "homo_ha": -0.28734
}



Record 6
{
  "formula": "C5H13NO",
  "method": "wB97M-V/def2-TZVPD",
  "species": ["C", "C", "C", "O", "H", "H", "H", "H", "H", "H", "C", "C", "N", "H", "H", "H", "H", "H", "H", "H"],
  "xyz": [[-2.019, -1.140, -0.866], [-1.991, -0.143, 0.277], [-1.375, 1.306, -0.195], [-0.812, 2.085, 0.529], [-2.421, -0.682, -1.770], [-2.649, -1.988, -0.611], [-1.019, -1.504, -1.092], [-3.002, 0.206, 0.503], [-1.686, -0.571, 1.231], [-1.731, 1.606, -1.217], [2.705, 0.677, 0.006], [1.576, -0.352, -0.088], [0.773, -0.480, 1.120], [2.292, 1.658, 0.244], [3.234, 0.749, -0.943], [3.421, 0.399, 0.781], [1.988, -1.340, -0.322], [0.890, -0.061, -0.894], [1.336, -0.868, 1.877], [0.489, 0.445, 1.431]],
  "mulliken_charge": [-1.030, -0.229, -0.122, -0.483, 0.311, 0.338, 0.217, 0.405, 0.291, 0.312, -1.181, -0.314, -0.466, 0.287, 0.345, 0.317, 0.402, 0.164, 0.253, 0.183],
  "total_charge": 0,
  "smiles": "CCC=O.CCN",
  "gap_ev": 10.22,
  "relative_energy_ev": 1.430,
  "homo_ha": -0.33568
}